Formula: C11H15B3BeBrCaClF11LiNO4
Source: OMol25
Level of theory: ωB97M-V with the def2-TZVPD basis set

The geometry in XYZ format:
```
50
Properties=species:S:1:pos:R:3:forces:R:3:mulliken_charge:R:1
C 6.136110 1.736937 -0.863797 -0.45 -0.12 -0.60 -0.983
C 5.063796 2.469595 -1.811707 1.23 0.61 -0.61 0.570
N 5.426157 3.051993 -2.924231 -1.30 -1.68 2.45 -0.708
C 3.530473 2.404849 -1.345173 -0.22 0.04 -0.44 -0.084
B 2.843728 3.892158 -1.169114 2.01 0.98 0.69 0.809
O 3.028927 4.720940 -0.031898 -5.70 -0.65 -1.71 -0.415
B 1.956724 5.666299 0.147870 0.98 0.04 -0.64 0.532
O 0.943488 5.983563 -0.869657 0.16 -4.03 -0.35 -0.560
B 0.790345 4.795025 -1.682214 2.90 3.12 0.09 0.223
C -0.682131 4.065174 -1.867710 -0.67 0.96 -0.86 0.620
F -1.702331 4.930548 -1.346095 1.92 -2.57 -1.03 -0.277
F -0.932210 3.830704 -3.249459 0.05 0.19 2.70 -0.272
C -0.668992 2.634681 -1.112630 -0.78 1.95 0.01 0.635
F -0.266679 2.921538 0.243011 -0.18 -1.43 -2.80 -0.298
F 0.271975 1.806911 -1.817933 -1.74 0.90 2.38 -0.295
C -2.112312 1.922856 -1.042797 -1.24 0.41 0.43 0.793
F -3.078044 2.463814 -1.894072 2.80 -1.64 2.30 -0.204
F -2.586889 2.074647 0.342578 0.87 -1.05 -2.83 -0.315
C -2.024637 0.313782 -1.311365 -2.70 -1.07 -4.94 0.290
F -3.333649 -0.277611 -0.993028 2.94 3.49 -0.69 -0.127
F -1.046233 -0.340400 -0.407095 5.13 5.73 -8.06 -0.364
F -1.798963 0.002721 -2.661705 -0.13 1.09 4.99 -0.126
O 2.008346 4.317718 -2.312393 -2.26 -0.75 2.59 -0.421
H 6.613458 2.452002 -0.117147 -0.91 -0.66 -1.12 0.253
H 5.615720 0.892294 -0.279821 0.75 1.20 -0.83 0.197
H 6.954987 1.267066 -1.516727 -1.28 0.81 0.91 0.342
H 4.623376 3.459174 -3.430481 0.37 -0.07 0.34 0.224
H 3.457383 1.779119 -0.396174 0.57 0.63 -0.48 -0.409
H 2.960196 1.820705 -2.181191 1.00 0.65 1.37 0.181
H 1.851105 6.277140 1.166436 0.13 -0.19 -0.22 -0.101
Cl -2.092425 -2.341389 -0.549503 -0.58 -4.73 0.48 -0.604
C -3.740846 -5.377630 3.090170 -1.52 -1.21 -0.87 -0.557
C -3.469475 -5.063389 1.640252 -0.29 0.05 -0.26 0.017
C -2.485303 -6.149104 1.268445 0.88 0.46 -0.18 -0.402
O -2.803730 -7.284979 2.086796 -1.29 0.02 1.17 -0.326
C -3.707461 -6.880576 3.099035 0.60 2.89 -3.98 -0.021
H -4.683900 -4.970705 3.461590 0.11 -0.07 0.22 0.407
H -2.913167 -4.976600 3.724385 0.95 0.28 0.94 0.423
H -4.389797 -5.175134 1.056835 0.08 0.11 -0.05 0.339
H -3.079707 -4.059080 1.473745 0.06 -0.15 -0.02 -0.237
H -1.456858 -5.851474 1.494847 -0.04 -0.03 -0.01 0.295
H -2.542652 -6.425922 0.214119 0.01 -0.29 0.19 0.298
H -4.689735 -7.302687 2.859617 0.00 -0.70 1.13 0.394
H -3.370086 -7.307255 4.093902 0.60 -0.87 2.36 0.002
Ca -2.125670 -0.529008 0.996608 -5.77 -2.09 8.67 1.483
F -1.877274 -4.697964 4.703412 -0.08 0.16 -0.40 -0.610
Li 1.834706 0.971100 -0.011639 0.59 0.43 -0.53 0.912
F 5.071358 4.808830 -0.082895 1.54 -0.47 -0.53 -0.794
Be 1.768158 2.149251 -3.693406 0.00 -0.05 -1.03 0.274
Br -3.089355 -6.872205 5.809399 -0.13 -0.61 -0.31 -0.005
```
Positions in Å, forces in eV/Å.

Properties
Lowest unoccupied orbital energy in eV: -6.4
Calculated total energy in eV: -154843.34565
F_max in hartree/bohr: 0.2167
Orbital gap in eV: 2.54
Total charge: +1
M in g/mol: 638.05
Highest occupied orbital energy in eV: -8.963